Entry 1:
The following is a DFT calculation (ωB97M-V/def2-TZVPD) of the molecule C4H7NO2.

Properties
E_LUMO = 0.2808 eV
Calculated total energy = -9845.104 eV
Energy above the lowest of the compared OMol25 structures with the same formula, charge and spin = 2.175 eV
Total charge = 0
HOMO = -9.765 eV

Last column: Mulliken charge in e.
Cartesian coordinates (Å):
C -1.44244 -0.86167 0.12299  -1.14
C -0.59512 0.02750 -0.72630  0.26
C 0.13285 1.16670 -0.18125  -0.47
N 1.08354 0.65324 0.74059  -0.31
C 1.67670 -0.57420 0.30512  0.58
O 2.72211 -0.93761 0.81034  -0.61
O 0.92812 -1.14481 -0.63161  -0.52
H -0.94840 -1.05429 1.07363  0.32
H -1.49019 -1.78647 -0.45155  0.31
H -2.47121 -0.51128 0.28978  0.38
H -1.10814 0.33955 -1.66294  0.33
H -0.83799 1.56830 0.19907  0.24
H 0.51267 1.88836 -0.91940  0.32
H 1.77454 1.29545 1.09737  0.30

---

Entry 2:
The following is a DFT calculation (ωB97M-V/def2-TZVPD) of a structure of composition C39H19CrN9O4.

Properties
E_LUMO (alpha / beta) = 3.0831 / 3.0827 eV
Calculated total energy = -90779.595 eV
Total charge = -2
HOMO (alpha / beta) = -1.500 / -1.497 eV

Last column: Mulliken charge in e.
Cartesian coordinates (Å):
Cr -0.37919 0.09514 -0.04006  -0.82
C -6.38119 -2.58632 -0.51851  -0.59
C -6.51748 -2.19369 0.81277  -0.58
C -5.51545 -1.49281 1.46203  -0.18
C -4.35772 -1.19932 0.75821  0.19
C -3.11005 -0.55846 1.10564  -0.31
N -2.93569 0.12038 2.21669  -0.66
C -1.75291 0.62277 2.53204  -0.24
C -1.44760 1.31714 3.75023  0.26
C -2.22751 1.92222 4.72966  -0.28
C -1.59044 2.58948 5.75647  -0.58
C -0.19358 2.63980 5.83154  -0.56
C 0.59440 1.99731 4.89853  -0.46
C -0.02951 1.33145 3.85226  0.28
C 0.45387 0.59945 2.71730  -0.29
N 1.61789 -0.02500 2.65127  -0.45
C 1.93051 -0.81124 1.64463  -0.78
N 1.28717 -0.91880 0.43808  0.67
C 2.14529 -1.53211 -0.44127  -0.66
N 2.04644 -1.56933 -1.75444  -0.49
C 0.94974 -1.17468 -2.38084  -0.37
N -0.21350 -0.82713 -1.74525  0.76
C -1.25074 -1.05661 -2.60282  -0.31
N -2.50153 -1.28542 -2.24893  -0.59
C -2.90249 -1.20272 -1.00037  -0.29
N -2.22575 -0.70382 0.07266  0.57
C -4.22398 -1.59948 -0.58711  0.28
C -5.23745 -2.28711 -1.23532  -0.19
C -0.72938 -1.28540 -3.91777  0.37
C -1.34115 -1.44718 -5.15313  -0.33
C -0.53377 -1.60915 -6.25955  -0.57
C 0.86023 -1.62985 -6.13815  -0.55
C 1.47858 -1.51773 -4.90917  -0.42
C 0.68346 -1.34281 -3.78305  0.30
C 3.29373 -2.03211 0.27757  0.57
C 4.38507 -2.81352 -0.07955  -0.42
C 5.29376 -3.15473 0.90614  -0.57
C 5.13212 -2.72859 2.22721  -0.57
C 4.05998 -1.93497 2.59235  -0.44
C 3.14633 -1.58441 1.61093  0.73
N -0.58844 0.37075 1.85878  0.72
H -7.17943 -3.14895 -0.98655  0.38
H -7.42566 -2.45048 1.34470  0.37
H -5.61676 -1.19893 2.49518  0.52
H -3.30575 1.87299 4.67170  0.52
H -2.17278 3.09200 6.51914  0.36
H 0.27126 3.19609 6.63492  0.39
H 1.67179 2.02365 4.95012  0.51
H -5.10764 -2.59148 -2.26136  0.53
H -2.41865 -1.42981 -5.22597  0.52
H -0.97645 -1.72108 -7.24122  0.37
H 1.46407 -1.73204 -7.03092  0.37
H 2.55350 -1.54062 -4.82038  0.51
H 4.50737 -3.15856 -1.09698  0.52
H 6.14436 -3.77903 0.65968  0.38
H 5.85492 -3.03313 2.97505  0.39
H 3.91262 -1.60326 3.61039  0.52
O 4.78487 4.98613 -1.29221  -0.73
C 3.58528 5.17629 -1.51789  0.50
O 3.00041 6.15975 -1.97484  -0.72
C 2.66312 3.94533 -1.14897  0.16
C 3.23515 2.80452 -0.60222  -1.32
C 2.44218 1.72085 -0.28314  0.30
N 1.12390 1.70285 -0.46581  0.48
C 0.55811 2.80497 -0.97874  0.74
C 1.28555 3.93310 -1.33295  -0.99
C -0.95442 2.73966 -1.12817  0.15
O -1.57723 3.68045 -1.59891  -0.80
O -1.47143 1.64913 -0.71764  -0.47
H 4.30319 2.77702 -0.44212  0.53
H 2.89667 0.83507 0.13289  0.30
H 0.77580 4.78613 -1.75450  0.59

---

Entry 3:
The following is a DFT calculation (ωB97M-V/def2-TZVPD) of a structure of composition C32H40BFN9NaO3.

Properties
E_LUMO = -1.8509 eV
Calculated total energy = -61198.833 eV
Total charge = 0
HOMO = -6.927 eV

Last column: Mulliken charge in e.
Cartesian coordinates (Å):
Na -0.43592 0.70854 0.41440  0.97
C 2.98837 2.29904 -0.62213  -1.26
C 2.99405 0.82674 -0.36502  0.68
C 3.98664 -0.12313 -0.65620  -1.45
C 3.48097 -1.32182 -0.18997  0.93
C 4.15464 -2.65630 -0.18342  -1.26
N 2.25662 -1.07326 0.32824  1.41
N 1.97032 0.24704 0.23470  -0.52
B 1.22872 -2.07855 0.91312  -1.52
N 0.71067 -1.61239 2.28449  0.42
N 0.04752 -0.44314 2.50114  -0.25
C -0.18754 -0.36870 3.79576  0.48
C -0.90914 0.80292 4.37512  -1.38
C 0.31935 -1.50294 4.45561  -1.14
C 0.88188 -2.26780 3.45785  0.83
C 1.57107 -3.58598 3.58833  -1.41
N 0.06016 -2.33785 -0.09418  1.58
N -1.07876 -1.61093 -0.07141  -0.94
C -1.82327 -2.01047 -1.08611  0.76
C -3.13298 -1.34741 -1.36330  -1.25
C -1.16771 -3.03260 -1.79313  -1.44
C 0.03200 -3.20765 -1.12789  1.03
C 1.13763 -4.15168 -1.46517  -1.58
H 3.83426 2.58752 -1.24696  0.33
H 3.05235 2.86272 0.31010  0.26
H 2.06588 2.60880 -1.11651  0.18
H 4.95260 0.04224 -1.10586  0.44
H 5.22194 -2.51801 -0.35641  0.39
H 3.77702 -3.32316 -0.95907  0.12
H 4.02670 -3.16194 0.77285  0.19
H 1.80327 -3.11928 1.06455  -0.22
H -1.23681 1.47315 3.58128  0.27
H -0.26768 1.36797 5.05435  0.27
H -1.78850 0.48659 4.93894  0.31
H 0.28190 -1.73548 5.50720  0.45
H 1.56696 -3.89296 4.63377  0.33
H 2.60748 -3.53436 3.25175  0.23
H 1.07443 -4.35979 3.00154  0.27
H -3.19748 -0.41369 -0.80346  0.30
H -3.98195 -1.97784 -1.08879  0.33
H -3.23017 -1.11294 -2.42762  0.22
H -1.51776 -3.58404 -2.65216  0.46
H 0.73990 -5.00574 -2.01417  0.45
H 1.64050 -4.51642 -0.57133  0.31
H 1.89042 -3.67151 -2.09540  0.17
F 0.57524 -1.95234 -6.22635  -0.40
C -0.14882 -0.87101 -5.81926  0.10
C -0.13071 -0.47818 -4.51287  -0.66
C -0.83952 0.66646 -4.14881  1.05
C -0.79779 1.07160 -2.72661  0.83
O -0.16406 0.39976 -1.92566  -0.13
C -1.50691 2.28936 -2.40451  0.09
C -2.18050 2.93023 -3.37403  -0.37
N -2.28606 2.49796 -4.68588  0.19
C -3.03718 3.27675 -5.62829  -0.24
C -4.26772 2.67067 -6.24854  -0.50
C -4.39701 3.75833 -5.22404  -0.97
C -1.58020 1.39080 -5.09480  0.02
C -1.58253 0.95459 -6.43107  -0.92
C -0.87419 -0.17374 -6.78651  -1.19
N -0.86899 -0.58958 -8.16177  0.41
C 0.29799 -0.15445 -8.90143  -0.47
C 0.01433 -0.26025 -10.38646  -0.85
N -0.37153 -1.68468 -10.69856  -0.16
C -1.54857 -2.14470 -9.87112  -0.87
C -1.17585 -1.98276 -8.41257  -0.47
C -1.42631 2.81257 -0.96205  -0.10
O -0.69066 3.78928 -0.78841  -0.73
O -2.07811 2.13281 -0.13479  -0.80
H 0.41234 -1.01353 -3.74298  0.72
H -2.69740 3.85874 -3.17361  0.62
H -2.44090 3.93916 -6.24840  0.38
H -4.51712 1.66876 -5.92733  0.27
H -4.48098 2.90231 -7.28308  0.32
H -4.74594 3.46578 -4.24429  0.35
H -4.69249 4.74562 -5.54644  0.26
H -2.14720 1.46842 -7.19502  0.52
H 1.19922 -0.74174 -8.65278  0.32
H 0.51494 0.88518 -8.65995  0.48
H 0.87906 -0.01183 -10.99917  0.41
H -0.83823 0.35437 -10.66970  0.36
H 0.42448 -2.29267 -10.48969  0.41
H -0.57360 -1.78580 -11.69250  0.35
H -1.75034 -3.17952 -10.14180  0.42
H -2.38741 -1.50965 -10.14971  0.35
H -0.34242 -2.66228 -8.17707  0.39
H -2.01661 -2.28665 -7.78994  0.45

---

Entry 4:
The following is a DFT calculation (ωB97M-V/def2-TZVPD) of a cluster of 2 separate species, C2H7OS in total.

Properties
E_LUMO = 4.0340 eV
Calculated total energy = -15068.365 eV
Energy above the lowest of the compared OMol25 structures with the same formula, charge and spin = 3.040 eV
Total charge = -1
HOMO = -0.871 eV

Last column: Mulliken charge in e.
Cartesian coordinates (Å):
O 2.44890 -1.31010 1.15075  -0.72
H 2.02664 -1.99608 1.73010  0.29
C 0.60172 -0.47030 -0.77124  -1.08
S -0.75486 -0.20857 0.26867  -0.24
C -1.86031 1.26180 -0.19151  -0.84
H 0.92515 -1.45603 -1.03978  0.28
H 1.07214 0.33365 -1.37956  0.26
H 1.62958 -0.86853 0.76108  0.30
H -1.52266 1.96589 0.59808  0.19
H -2.91703 1.10857 0.01334  0.22
H -1.64928 1.63968 -1.13992  0.33

---

Entry 5:
The following is a DFT calculation (ωB97M-V/def2-TZVPD) of the molecule C12H16N2OS.

Properties
E_LUMO = 0.7107 eV
Calculated total energy = -28566.006 eV
Energy above the lowest of the compared OMol25 structures with the same formula, charge and spin = 1.374 eV
Total charge = 0
HOMO = -7.902 eV

Last column: Mulliken charge in e.
Cartesian coordinates (Å):
C -5.62276 -1.30381 -0.60322  -0.74
C -4.65193 -0.74374 0.09306  0.04
C -3.72941 0.30973 -0.43937  -0.86
N -2.34125 -0.05476 -0.25914  -0.14
C -1.57156 0.44205 0.73260  0.28
S -2.06337 1.67283 1.72660  -0.49
N -0.34831 -0.09910 0.91665  -0.11
C 0.36721 -0.94593 -0.02219  -0.59
C 1.84796 -0.76466 0.15901  0.37
C 2.65385 -1.77154 0.65736  -0.61
C 4.01347 -1.57164 0.83475  -0.72
C 4.56813 -0.34773 0.51386  -0.63
C 3.77902 0.67636 0.01594  -0.56
C 2.41599 0.47904 -0.16552  0.69
O 1.55049 1.41065 -0.64858  -0.30
C 2.03037 2.70096 -0.93888  -0.97
H -6.27207 -2.05061 -0.17973  0.26
H -5.81967 -1.02447 -1.62581  0.26
H -4.46587 -1.02914 1.11990  0.30
H -3.91743 0.48750 -1.50259  0.33
H -3.87660 1.24348 0.11545  0.33
H -2.04934 -0.91302 -0.70183  0.30
H 0.21087 0.37214 1.61201  0.27
H 0.09811 -0.65894 -1.04635  0.33
H 0.09725 -1.99809 0.14003  0.41
H 2.21079 -2.72410 0.90856  0.36
H 4.63132 -2.36600 1.22338  0.38
H 5.62583 -0.17915 0.64991  0.38
H 4.23503 1.62256 -0.22822  0.41
H 1.15873 3.27074 -1.25662  0.25
H 2.46625 3.17469 -0.05415  0.39
H 2.76891 2.68369 -1.74688  0.36

---

Entry 6:
The following is a DFT calculation (ωB97M-V/def2-TZVPD) of the molecule C2H5O.

Properties
E_LUMO (alpha / beta) = 0.9612 / 0.9213 eV
Calculated total energy = -4199.810 eV
Energy above the lowest of the compared OMol25 structures with the same formula, charge and spin = 0.319 eV
Total charge = 0
2S+1 = 2
Expectation value of S² = 0.753
HOMO (alpha / beta) = -6.643 / -11.171 eV

Last column: Mulliken spin population.
Cartesian coordinates (Å):
C 0.49047 -0.43111 -0.72557  -0.02
C -0.00930 0.52042 0.29065  0.85
O -0.45370 -0.03075 1.46473  0.05
H 0.60424 -1.47358 -0.37704  0.01
H 1.42699 -0.09246 -1.19255  0.02
H -0.56937 -0.34875 -1.22941  0.07
H -0.14080 1.59281 0.11214  0.01
H -1.34853 0.26342 1.65705  0.01

---

Look up the calculated total energy of the fourth one.
-15068.365 eV

---

Among the records above, which one has the lowest total charge?
C39H19CrN9O4